# 1
Formula: C3H7N5
Source: OMol25
Level of theory: ωB97M-V/def2-TZVPD

- Frontier orbital gap: 0.2361 hartree
- DFT total energy: -392.0717 Ha
- LUMO energy: 0.13 eV
- F_max: 4.2 eV Å⁻¹
- Relative energy (zero: lowest compared OMol25 entry of this formula, charge and spin): 142.7 kcal/mol
- HOMO level: -0.2312 Eh
- SMILES: C/C(C#N)=N/N(N)N

ORCA input file:
```
! wB97M-V def2-TZVPD RIJCOSX def2/J DEFGRID3
* xyz 0 1
C 0.462 2.381 -0.702
C 0.091 1.032 -0.176
N -0.988 0.390 -0.414
H -0.360 3.080 -0.534
H 1.353 2.758 -0.193
H 0.666 2.309 -1.773
N -0.750 -1.040 0.122
N -0.866 -1.391 1.441
N -0.078 -1.960 -0.660
C 1.178 0.195 0.443
N 2.177 -0.021 1.013
H -0.738 -2.377 1.650
H -1.481 -0.755 1.939
H -0.192 -1.717 -1.641
H -0.476 -2.884 -0.515
*
```

***

# 2
Formula: C4H4N2
Source: OMol25
Level of theory: ωB97M-V/def2-TZVPD

- Frontier orbital gap: 0.2903 hartree
- DFT total energy: -264.1311 Ha
- LUMO energy: 0.52 eV
- F_max: 2.2 eV Å⁻¹
- Relative energy (zero: lowest compared OMol25 entry of this formula, charge and spin): 122.6 kcal/mol
- HOMO level: -0.2712 Eh

ORCA input file:
```
! wB97M-V def2-TZVPD RIJCOSX def2/J DEFGRID3
* xyz 0 1
C -0.518 0.395 -0.595
C -1.280 1.456 -0.664
N 1.261 0.632 2.342
N 1.086 -0.198 1.578
C 0.844 -1.106 0.687
C 0.010 -0.796 -0.460
H -1.851 0.771 -1.365
H -0.878 2.401 -1.023
H 1.429 -2.007 0.734
H -0.103 -1.549 -1.233
*
```

***

# 3
Formula: C4H9N
Source: OMol25
Level of theory: ωB97M-V/def2-TZVPD

- Frontier orbital gap: 0.3981 hartree
- DFT total energy: -212.4773 Ha
- LUMO energy: 1.10 eV
- F_max: 1.3 eV Å⁻¹
- Relative energy (zero: lowest compared OMol25 entry of this formula, charge and spin): 46.3 kcal/mol
- HOMO level: -0.3577 Eh
- SMILES: C=NC.C=C

ORCA input file:
```
! wB97M-V def2-TZVPD RIJCOSX def2/J DEFGRID3
* xyz 0 1
C -1.745 0.374 1.939
C -3.040 0.402 1.671
H -1.160 0.920 1.200
H -1.276 -0.259 2.675
H -3.467 1.064 0.929
H -3.785 -0.240 2.133
C 1.411 -1.027 -1.892
C 2.288 0.541 -0.468
N 1.732 -0.587 -0.544
H 1.801 -2.031 -2.031
H 0.335 -0.995 -2.043
H 1.832 -0.377 -2.669
H 2.758 1.053 -1.328
H 2.314 1.163 0.427
*
```

***

# 4
Formula: C6H25BaO7
Source: OMol25
Level of theory: ωB97M-V/def2-TZVPD

- Frontier orbital gap: 0.2473 hartree
- DFT total energy: -795.4483 Ha
- LUMO energy: -5.18 eV
- F_max: 2.7 eV Å⁻¹
- Relative energy (zero: lowest compared OMol25 entry of this formula, charge and spin): 82.8 kcal/mol
- HOMO level: -0.4377 Eh

ORCA input file:
```
! wB97M-V def2-TZVPD RIJCOSX def2/J DEFGRID3
* xyz 1 1
Ba 0.302 -2.111 2.708
O 0.417 -0.582 0.548
H -0.274 0.065 0.740
C 1.862 2.779 0.651
O 1.120 2.095 -0.365
H 2.630 3.401 0.201
H 1.138 3.435 1.146
H 2.282 2.124 1.417
H 0.740 1.296 0.043
C 3.765 -0.536 -0.413
O 2.637 -1.296 -0.856
H 3.386 0.418 -0.042
H 4.274 -1.085 0.383
H 4.425 -0.343 -1.255
H 1.824 -0.948 -0.459
C -1.358 2.564 2.410
O -0.688 1.636 3.280
H -2.404 2.601 2.716
H -0.914 3.553 2.446
H -1.302 2.256 1.362
H -1.239 0.858 3.349
C -3.815 0.979 -0.722
O -4.613 0.025 -0.042
H -2.761 1.060 -0.429
H -3.830 0.698 -1.773
H -4.198 2.001 -0.618
H -4.527 0.214 0.898
C -0.824 -0.117 -2.665
O -1.215 -1.079 -1.672
H -1.666 0.012 -3.344
H -0.600 0.833 -2.173
H 0.042 -0.480 -3.223
H -0.615 -0.925 -0.911
C 0.898 -4.582 -0.655
O 1.055 -3.479 0.238
H 0.068 -4.353 -1.326
H 1.778 -4.760 -1.274
H 0.720 -5.497 -0.095
H 1.481 -2.732 -0.224
*
```

***

# 5
Formula: C33H43AsN4PdS4Sb
Source: OMol25
Level of theory: ωB97M-V/def2-TZVPD

- Frontier orbital gap (spin up / spin down): 0.1130 / 0.2074 hartree
- DFT total energy: -5699.0489 Ha
- LUMO energy (spin up / spin down): 4.09 / 4.09 eV
- F_max: 0.7 eV Å⁻¹
- Relative energy (zero: lowest compared OMol25 entry of this formula, charge and spin): 39.6 kcal/mol
- HOMO level (spin up / spin down): 0.0372 / -0.0571 Eh

ORCA input file:
```
! wB97M-V def2-TZVPD RIJCOSX def2/J DEFGRID3
* xyz -2 2
Pd 0.071 -1.281 -0.646
S 3.221 -4.227 -2.858
Sb 1.677 -3.860 -1.266
S -0.489 -3.164 -2.453
S -0.366 -5.179 -1.820
C -4.315 3.576 -3.174
C -2.882 3.195 -2.818
C -2.651 1.691 -2.865
C -1.241 1.285 -2.452
N -0.951 1.628 -1.072
C -1.112 0.697 -0.059
S -2.197 -0.610 -0.172
N -0.704 1.204 1.167
C -0.481 0.314 2.294
C -1.329 0.698 3.498
C -0.989 2.075 4.056
C -1.871 2.468 5.235
H -4.468 4.657 -3.140
H -5.019 3.114 -2.479
H -4.572 3.232 -4.179
H -2.639 3.556 -1.816
H -2.186 3.690 -3.504
H -2.839 1.319 -3.879
H -3.359 1.182 -2.205
H -0.508 1.807 -3.075
H -1.098 0.211 -2.605
H -0.111 2.178 -0.959
H 0.011 1.914 1.077
H 0.582 0.336 2.559
H -0.700 -0.710 1.984
H -1.190 -0.059 4.279
H -2.383 0.669 3.204
H -1.089 2.815 3.257
H 0.064 2.088 4.359
H -2.922 2.493 4.939
H -1.609 3.454 5.626
H -1.775 1.747 6.051
C 2.168 4.317 0.844
C 2.000 4.037 -0.506
C 2.094 2.729 -0.967
C 2.346 1.675 -0.091
C 2.557 1.974 1.253
C 2.462 3.277 1.720
As 2.303 -0.202 -0.707
C 4.026 -0.639 0.034
C 4.337 -1.125 1.281
C 5.676 -1.236 1.684
C 6.683 -0.856 0.783
C 6.393 -0.391 -0.481
C 5.047 -0.266 -0.914
C 4.590 0.121 -2.199
C 5.360 0.453 -3.345
C 4.741 0.694 -4.553
C 3.348 0.615 -4.714
C 2.564 0.298 -3.597
C 3.163 0.089 -2.375
H 2.087 5.334 1.207
H 1.800 4.842 -1.204
H 1.989 2.509 -2.026
H 2.818 1.171 1.935
H 2.620 3.487 2.772
H 3.538 -1.434 1.949
H 5.930 -1.628 2.661
H 7.723 -0.945 1.083
H 7.204 -0.128 -1.152
H 6.442 0.498 -3.282
H 5.357 0.935 -5.415
H 2.897 0.763 -5.687
H 1.484 0.197 -3.682
N -0.357 -3.265 2.364
C -1.402 -3.517 1.934
N -2.654 -3.788 1.580
C -3.491 -4.525 2.512
C -4.933 -4.048 2.388
C -5.415 -4.146 0.943
C -4.467 -3.401 0.004
C -3.044 -3.911 0.171
H -3.111 -4.368 3.522
H -3.439 -5.602 2.292
H -4.984 -3.008 2.724
H -5.570 -4.644 3.048
H -6.432 -3.753 0.860
H -5.456 -5.201 0.649
H -4.486 -2.330 0.219
H -4.773 -3.532 -1.036
H -2.333 -3.366 -0.447
H -2.982 -4.965 -0.127
*
```

***

# 6
Formula: C27H49N5O2S3
Source: OMol25
Level of theory: ωB97M-V/def2-TZVPD

- Frontier orbital gap: 0.1460 hartree
- DFT total energy: -2676.4415 Ha
- LUMO energy: -0.60 eV
- F_max: 5.1 eV Å⁻¹
- HOMO level: -0.1681 Eh

ORCA input file:
```
! wB97M-V def2-TZVPD RIJCOSX def2/J DEFGRID3
* xyz 0 1
C -5.224 -0.717 0.776
C -4.293 0.273 -0.117
N -4.813 1.671 -0.196
C -4.808 2.212 -1.588
C -5.994 1.511 -2.469
C -4.166 2.565 0.774
S -4.298 2.157 2.417
S -3.253 4.128 0.384
C -1.437 3.847 0.119
C -0.919 2.360 0.433
C 0.588 2.456 0.975
C 1.743 2.153 -0.109
C 1.492 2.609 -1.662
C 2.321 1.412 -2.373
C 2.528 0.106 -1.398
C 3.917 -0.439 -1.965
C 4.669 -1.605 -1.197
C 3.987 -3.058 -1.223
S 3.879 -3.849 -2.897
C 1.393 -1.008 -1.576
C -0.007 -0.540 -2.175
C -1.264 -1.262 -1.423
C -1.377 -2.828 -1.731
N -0.474 -3.647 -0.857
C -1.104 -4.905 -0.428
N -1.597 -5.797 -1.260
N -1.152 -5.201 1.026
N 2.424 0.789 -0.058
C 3.535 0.694 0.945
O 3.367 1.482 2.130
C 2.948 0.714 3.256
C 1.862 -0.385 3.282
C 1.532 -1.137 4.614
C 2.243 -0.776 5.960
C 3.318 0.351 5.961
C 3.643 1.054 4.626
H -5.053 -0.588 1.901
H -4.839 -1.784 0.529
H -6.322 -0.704 0.466
H -4.279 -0.188 -1.165
H -3.253 0.234 0.388
H -3.785 1.925 -2.049
H -5.012 3.337 -1.655
H -6.216 2.193 -3.356
H -5.591 0.474 -2.787
H -6.908 1.346 -1.793
H -0.853 4.597 0.760
H -1.201 4.088 -0.977
H -1.529 1.822 1.258
H -1.066 1.741 -0.515
H 0.769 3.446 1.547
H 0.698 1.633 1.788
H 2.532 2.949 0.189
H 1.833 3.684 -1.824
H 0.384 2.618 -1.987
H 3.278 1.959 -2.709
H 1.845 1.140 -3.381
H 3.716 -0.810 -3.044
H 4.658 0.437 -2.093
H 4.953 -1.395 -0.102
H 5.691 -1.741 -1.730
H 2.966 -3.075 -0.683
H 4.667 -3.745 -0.586
H 2.555 -3.705 -3.303
H 1.170 -1.599 -0.603
H 1.821 -1.787 -2.317
H -0.240 0.571 -2.149
H -0.097 -0.886 -3.277
H -2.197 -0.761 -1.891
H -1.281 -0.982 -0.314
H -2.461 -3.135 -1.453
H -1.249 -3.053 -2.844
H -0.367 -3.094 0.021
H -1.473 -5.483 -2.237
H -0.636 -6.101 1.117
H -2.116 -5.358 1.346
H 1.671 0.229 0.409
H 3.621 -0.398 1.262
H 4.524 0.999 0.427
H 1.321 -0.674 2.305
H 0.764 -1.979 4.673
H 2.005 -1.280 6.954
H 3.857 0.695 6.914
H 4.435 1.885 4.657
O -1.172 6.729 1.733
H -1.748 6.184 1.206
*
```

***

# 7
Formula: C7H6FIO5S
Source: OMol25
Level of theory: ωB97M-V/def2-TZVPD

- Frontier orbital gap: 0.3184 hartree
- DFT total energy: -1442.2279 Ha
- LUMO energy: -1.47 eV
- F_max: 4.6 eV Å⁻¹
- Relative energy (zero: lowest compared OMol25 entry of this formula, charge and spin): 16.3 kcal/mol
- HOMO level: -0.3725 Eh
- SMILES: CC[C@@H](I)C1=C(S(=O)(=O)F)C(=O)OC1=O

ORCA input file:
```
! wB97M-V def2-TZVPD RIJCOSX def2/J DEFGRID3
* xyz 0 1
C -0.193 -2.460 -0.748
C -1.241 -1.327 -0.986
C -0.526 0.052 -1.194
I -1.745 1.193 -2.617
C -0.449 0.861 0.074
C 0.649 1.118 0.790
S 2.331 0.570 0.524
O 2.461 -0.645 1.262
O 2.632 0.350 -0.853
F 3.308 1.616 1.221
C 0.275 2.020 1.988
O 0.765 2.188 3.009
O -0.880 2.658 1.489
C -1.554 1.592 0.893
O -2.653 1.271 1.010
H 0.589 -2.389 -1.523
H 0.243 -2.429 0.267
H -0.725 -3.422 -0.853
H -1.784 -1.543 -1.924
H -1.961 -1.228 -0.154
H 0.460 -0.046 -1.675
*
```

***

# 8
Formula: C50H97N2O13PS
Source: OMol25
Level of theory: ωB97M-V/def2-TZVPD

- Frontier orbital gap: 0.3210 hartree
- DFT total energy: -3790.2062 Ha
- LUMO energy: 0.28 eV
- F_max: 8.0 eV Å⁻¹
- HOMO level: -0.3106 Eh
- SMILES: CCCCCCCC[C@]1(P(O)(O)=S)C(=O)O[C@@H](NCCC)[C@@]1(CC)N=C=O.C1CCOC1.C1CCOC1.C1CCOC1.C1CCOC1.C1CCOC1.C1CCOC1.C1CCOC1.C1CCOC1

ORCA input file:
```
! wB97M-V def2-TZVPD RIJCOSX def2/J DEFGRID3
* xyz 0 1
C -1.752 -2.526 2.589
C -1.827 -0.949 2.231
C -2.451 -0.653 0.761
C -1.483 -1.206 -0.402
C -0.300 -0.148 -0.817
C 0.885 -1.094 -1.447
C 2.171 -0.182 -1.885
C 3.007 -0.797 -3.127
C 4.047 -1.971 -2.761
P 3.292 -3.517 -3.584
O 3.251 -3.357 -5.316
O 1.627 -3.740 -3.138
S 4.177 -5.190 -3.049
C 3.992 -2.313 -1.158
O 3.340 -3.179 -0.531
O 4.981 -1.359 -0.672
C 5.815 -0.712 -1.724
N 7.102 -0.460 -1.039
C 8.266 -0.209 -1.943
C 9.525 -1.065 -1.316
C 10.222 -2.003 -2.452
C 5.656 -1.708 -2.957
C 5.808 -1.007 -4.445
C 6.028 0.582 -4.404
N 6.550 -2.886 -3.153
C 6.958 -3.438 -2.051
O 7.181 -3.887 -0.897
H -2.444 -3.172 1.920
H -2.052 -2.658 3.700
H -0.652 -2.881 2.524
H -0.812 -0.425 2.336
H -2.546 -0.459 2.988
H -2.704 0.474 0.628
H -3.465 -1.222 0.706
H -2.126 -1.429 -1.344
H -1.048 -2.233 -0.085
H 0.061 0.470 0.079
H -0.728 0.468 -1.692
H 1.128 -1.855 -0.627
H 0.441 -1.537 -2.405
H 1.691 0.800 -2.295
H 2.814 0.149 -0.991
H 2.211 -1.269 -3.836
H 3.435 0.097 -3.701
H 4.085 -3.720 -5.703
H 1.057 -3.665 -3.949
H 5.321 0.338 -1.749
H 6.947 0.401 -0.471
H 8.545 0.907 -1.852
H 8.156 -0.584 -3.017
H 9.064 -1.810 -0.549
H 10.268 -0.407 -0.743
H 9.670 -3.016 -2.580
H 10.388 -1.453 -3.448
H 11.272 -2.277 -2.033
H 4.883 -1.337 -5.071
H 6.718 -1.485 -4.988
H 5.283 1.160 -3.736
H 5.815 0.968 -5.484
H 7.122 0.911 -4.195
C -0.315 3.643 4.539
C 0.134 3.726 3.098
C -0.653 2.600 2.458
O -1.878 2.479 3.193
C -1.773 3.257 4.393
H -0.174 4.571 5.097
H 0.233 2.847 5.053
H -0.172 4.687 2.669
H 1.212 3.621 2.966
H -0.120 1.647 2.537
H -0.875 2.790 1.404
H -2.409 4.142 4.275
H -2.141 2.675 5.242
C 4.380 5.446 -3.946
C 3.524 5.310 -2.708
C 3.688 3.841 -2.371
O 4.996 3.456 -2.818
C 5.527 4.503 -3.642
H 4.710 6.468 -4.141
H 3.825 5.091 -4.821
H 3.936 5.926 -1.902
H 2.482 5.599 -2.859
H 2.956 3.227 -2.906
H 3.592 3.644 -1.300
H 6.316 5.008 -3.075
H 5.967 4.074 -4.545
C -7.230 -3.984 1.803
C -6.541 -4.011 3.148
C -5.419 -3.012 2.948
O -5.892 -2.040 2.005
C -7.105 -2.524 1.415
H -8.265 -4.330 1.832
H -6.679 -4.608 1.091
H -7.226 -3.653 3.923
H -6.183 -5.001 3.439
H -4.533 -3.490 2.519
H -5.131 -2.513 3.877
H -7.934 -1.934 1.821
H -7.071 -2.379 0.332
C -1.950 -2.774 8.133
C -1.510 -1.391 8.553
C -1.587 -0.626 7.248
O -2.632 -1.228 6.473
C -3.007 -2.467 7.092
H -2.327 -3.385 8.956
H -1.111 -3.305 7.669
H -2.226 -0.977 9.272
H -0.517 -1.364 9.006
H -0.654 -0.715 6.679
H -1.804 0.435 7.396
H -3.990 -2.325 7.555
H -3.088 -3.248 6.333
C -9.415 2.511 1.907
C -8.808 1.145 2.129
C -9.233 0.838 3.551
O -10.488 1.501 3.761
C -10.719 2.405 2.673
H -9.558 2.763 0.854
H -8.777 3.279 2.359
H -9.259 0.423 1.440
H -7.725 1.117 1.993
H -8.517 1.239 4.275
H -9.349 -0.233 3.732
H -11.512 1.982 2.048
H -11.058 3.369 3.061
C -1.981 3.943 -4.626
C -2.831 3.819 -3.383
C -2.686 2.350 -3.045
O -1.386 1.946 -3.498
C -0.845 2.985 -4.327
H -1.639 4.960 -4.825
H -2.545 3.594 -5.498
H -2.406 4.431 -2.581
H -3.870 4.122 -3.530
H -3.428 1.744 -3.575
H -2.778 2.155 -1.973
H -0.046 3.480 -3.764
H -0.415 2.547 -5.231
C -6.862 2.857 -5.618
C -7.672 2.427 -4.418
C -7.251 3.441 -3.373
O -6.933 4.652 -4.074
C -6.866 4.365 -5.478
H -7.273 2.516 -6.571
H -5.838 2.476 -5.531
H -8.740 2.534 -4.633
H -7.488 1.396 -4.109
H -6.350 3.115 -2.843
H -8.036 3.637 -2.639
H -7.750 4.805 -5.952
H -5.974 4.829 -5.906
C 7.453 -4.138 2.478
C 8.085 -5.494 2.691
C 7.671 -5.815 4.113
O 6.407 -5.176 4.332
C 6.155 -4.269 3.249
H 7.301 -3.884 1.428
H 8.080 -3.361 2.931
H 7.643 -6.221 2.000
H 9.167 -5.502 2.549
H 8.384 -5.405 4.837
H 7.575 -6.889 4.290
H 5.366 -4.704 2.625
H 5.802 -3.314 3.642
*
```